[1]
# C6H15N2O2

2 unconnected molecules or ions with the total composition C6H15N2O2 (ωB97M-V with the def2-TZVPD basis set, the OMol25 dataset).

Each line ends with the Löwdin charge.
Cartesian coordinates (Å):
C -2.243 -1.103 0.390  -0.080
C 2.894 0.748 0.902  0.264
C 0.096 -1.239 -1.256  -0.063
C 0.263 1.134 -1.351  0.021
C -1.690 0.067 -0.305  -0.152
C 0.488 -0.098 0.736  -0.052
N 0.327 0.875 1.792  -0.417
N -0.185 -0.024 -0.516  -0.331
O 0.875 0.589 2.828  0.087
O -0.197 1.924 1.476  0.068
H -3.278 -1.025 0.574  0.079
H -2.104 -2.055 -0.098  0.073
H -1.964 -1.452 1.484  0.145
H 2.793 1.767 1.114  0.036
H 3.222 0.067 1.649  0.043
H 2.585 0.362 -0.076  0.011
H 0.004 -2.314 -0.836  0.147
H -0.457 -1.484 -2.210  0.137
H 1.112 -1.172 -1.773  0.135
H -0.434 0.889 -2.231  0.139
H -0.077 2.061 -0.839  0.118
H 1.234 1.398 -1.705  0.105
H -1.728 1.031 0.350  0.159
H -2.177 0.201 -1.273  0.145
H 0.642 -1.148 1.173  0.182

Values from the calculation:
* charge: +1
* gap between HOMO and LUMO (spin up / spin down): 0.274 / 0.345 Ha
* HOMO level (spin up / spin down): -13.37 / -14.00 eV
* strongest force on any atom: 0.116 Eh/bohr
* lowest unoccupied orbital energy (spin up / spin down): -5.9 / -4.6 eV
* energy relative to the best compared isomer or geometry (same formula, charge and spin): 1042.7 kJ/mol

***

[2]
# C6H15N2OPS2

2 unconnected molecules or ions with the total composition C6H15N2OPS2 (ωB97M-V with the def2-TZVPD basis set, the OMol25 dataset).

Each line ends with the Löwdin charge.
Cartesian coordinates (Å):
C 2.319 1.986 -1.006  -0.426
C -2.724 -1.810 0.234  -0.107
C 2.536 -2.305 -1.120  -0.138
C 2.273 2.532 1.378  -0.164
C -2.753 -0.283 0.432  -0.305
C -2.342 0.471 -0.919  -0.538
N 2.530 -2.551 0.127  -0.024
N 1.681 1.929 0.219  -0.401
O 3.287 2.639 -1.218  0.054
P 0.003 1.330 0.464  0.419
S 0.605 -0.213 1.864  0.351
S -0.548 0.483 -1.275  0.540
H 1.705 1.500 -1.713  0.042
H -1.806 -1.927 -0.306  0.034
H -2.584 -2.289 1.172  0.049
H -3.608 -2.327 -0.331  0.114
H 2.552 -3.103 -1.871  0.069
H 2.587 -1.258 -1.406  0.049
H 1.591 -0.930 1.141  -0.180
H 1.465 2.831 1.948  0.022
H 2.849 1.811 1.967  0.076
H 2.937 3.452 1.171  0.123
H -2.107 -0.010 1.243  0.017
H -3.667 0.258 0.486  0.083
H -2.662 0.183 -1.943  0.071
H -2.657 1.515 -0.730  0.063
H 2.566 -3.678 0.226  0.110

Values from the calculation:
* charge: 0
* gap between HOMO and LUMO: 0.336 Ha
* SMILES: CCCSP(S)N(C)C=O.C=N
* HOMO level: -8.65 eV
* strongest force on any atom: 0.067 Eh/bohr
* lowest unoccupied orbital energy: 0.5 eV
* energy relative to the best compared isomer or geometry (same formula, charge and spin): 9.0 kJ/mol

***

[3]
# C6H15N3

A molecular structure, C6H15N3 (ωB97M-V with the def2-TZVPD basis set, the OMol25 dataset).

Each line ends with the Löwdin charge.
Cartesian coordinates (Å):
C 0.551 -0.316 -1.057  -0.467
C 1.558 -1.149 -1.815  -0.031
C -0.748 -0.085 -1.798  -0.025
C -0.420 2.260 1.056  -0.142
N 1.028 0.731 -0.329  0.014
C 0.288 0.937 0.945  -0.344
N -0.007 -1.367 0.360  0.114
N -0.734 -0.611 2.566  0.042
C -0.618 -0.237 1.170  -0.465
H 2.027 0.674 -0.175  0.110
H -0.662 -2.122 0.188  0.130
H 0.798 -1.728 0.865  0.132
H -1.687 -0.584 2.907  0.062
H -0.130 -0.011 3.115  0.062
H -1.654 -0.163 0.762  0.127
H 1.097 -2.048 -2.226  0.083
H 2.393 -1.445 -1.176  0.083
H 1.954 -0.563 -2.647  0.092
H -1.398 0.601 -1.261  0.071
H -1.282 -1.020 -1.987  0.085
H -0.508 0.369 -2.762  0.094
H -1.241 2.408 0.318  0.056
H -0.873 2.369 2.047  0.058
H 0.269 3.099 0.933  0.058

Values from the calculation:
* charge: 0
* gap between HOMO and LUMO: 0.229 Ha
* HOMO level: -5.50 eV
* strongest force on any atom: 0.011 Eh/bohr
* lowest unoccupied orbital energy: 0.7 eV
* energy relative to the best compared isomer or geometry (same formula, charge and spin): 305.5 kJ/mol

***

[4]
# C6H15N3

2 unconnected molecules or ions with the total composition C6H15N3 (ωB97M-V with the def2-TZVPD basis set, the OMol25 dataset).

Each line ends with the Löwdin charge.
Cartesian coordinates (Å):
C -2.066 0.283 0.676  -0.401
C -2.187 0.774 -0.767  -0.058
N -1.935 1.438 1.571  0.019
C -0.834 -0.598 0.816  -0.498
N -0.870 -1.831 0.566  0.115
H -2.932 -0.355 0.903  0.133
H -2.682 2.102 1.392  0.073
H -2.025 1.142 2.540  0.082
H -3.105 1.345 -0.903  0.073
H -1.344 1.416 -1.018  0.072
H -2.190 -0.076 -1.443  0.080
C 1.706 -0.369 -1.038  -0.269
C 1.592 -1.723 -1.072  -0.070
C 2.936 0.348 -0.575  -0.116
N 0.350 0.137 0.985  0.095
H 1.051 0.221 -1.670  0.096
H 1.091 -0.306 1.503  0.106
H 0.220 1.123 1.168  0.084
H 0.135 -2.174 0.240  0.053
H 3.554 -0.295 0.051  0.074
H 0.940 -2.189 -1.794  0.058
H 2.395 -2.333 -0.678  0.061
H 2.677 1.249 -0.017  0.062
H 3.524 0.669 -1.437  0.078

Values from the calculation:
* charge: 0
* gap between HOMO and LUMO: 0.342 Ha
* SMILES: [H]/N=C(\N)[C@H](C)N.C=CC
* HOMO level: -8.34 eV
* strongest force on any atom: 0.057 Eh/bohr
* lowest unoccupied orbital energy: 1.0 eV
* energy relative to the best compared isomer or geometry (same formula, charge and spin): 162.3 kJ/mol

***

[5]
# C6H15N3

A gas-phase ion, C6H15N3 (charge +2) (ωB97M-V with the def2-TZVPD basis set, the OMol25 dataset).

Each line ends with the Löwdin charge.
Cartesian coordinates (Å):
C 0.810 -0.627 0.280  0.006
C -1.401 -0.030 0.524  -0.045
C 2.226 -1.131 0.292  0.077
C -0.681 -2.094 1.565  0.033
C 1.304 1.062 -1.639  0.012
C -1.445 2.129 -0.644  0.078
N -0.357 -0.961 0.771  -0.078
N 0.450 0.822 -0.463  -0.037
N -0.953 0.715 -0.622  -0.113
H -2.338 -0.611 0.436  0.182
H -1.547 0.799 1.366  0.219
H 2.051 -2.303 0.436  0.176
H 2.501 -0.822 1.301  0.132
H 2.970 -0.713 -0.320  0.084
H 0.110 -2.789 1.460  0.088
H -0.677 -1.912 2.716  0.176
H -1.620 -2.536 1.192  0.132
H 0.615 0.899 -2.497  0.121
H 2.071 0.330 -1.502  0.050
H 1.848 2.117 -1.568  0.168
H -1.137 2.538 0.322  0.121
H -1.033 2.662 -1.407  0.081
H -2.587 2.159 -0.530  0.164
H -1.180 0.295 -1.471  0.175

Values from the calculation:
* charge: +2
* gap between HOMO and LUMO (spin up / spin down): 0.379 / 0.379 Ha
* SMILES: CC1=[N+](C)[N@H+](C)CN1C
* HOMO level (spin up / spin down): -18.93 / -18.93 eV
* strongest force on any atom: 0.117 Eh/bohr
* lowest unoccupied orbital energy (spin up / spin down): -8.6 / -8.6 eV
* energy relative to the best compared isomer or geometry (same formula, charge and spin): 447.0 kJ/mol

***

[6]
# C6H15N3O

2 unconnected molecules or ions with the total composition C6H15N3O (ωB97M-V with the def2-TZVPD basis set, the OMol25 dataset).

Each line ends with the Löwdin charge.
Cartesian coordinates (Å):
C 1.875 0.950 -0.870  -0.031
C 0.868 1.438 -1.483  -0.014
C -1.396 0.421 1.298  -0.102
C 2.959 1.937 -0.541  -0.012
C -0.309 -1.556 2.094  0.014
C -1.833 -1.675 0.108  -0.199
N -1.196 -0.898 1.151  -0.100
N 0.039 1.678 -2.400  0.235
N -0.914 -2.312 -0.880  0.041
O -0.810 1.086 2.244  0.179
H 2.133 -0.033 -0.788  0.123
H 3.660 1.818 -1.388  0.126
H 2.718 2.983 -0.639  0.095
H 3.271 1.689 0.465  0.102
H -0.788 -1.584 3.107  0.136
H -0.053 -2.593 1.905  0.108
H 0.618 -0.884 2.055  0.130
H -2.488 -2.447 0.603  0.166
H -2.432 -0.996 -0.463  0.112
H -0.889 2.019 2.088  0.147
H 0.269 1.605 -3.430  0.201
H -2.216 0.888 0.614  0.208
H -0.858 2.206 -2.347  0.175
H -0.724 -3.284 -0.794  0.068
H -1.505 -2.456 -1.708  0.091

Values from the calculation:
* charge: +2
* gap between HOMO and LUMO: 0.346 Ha
* HOMO level: -17.21 eV
* strongest force on any atom: 0.070 Eh/bohr
* lowest unoccupied orbital energy: -7.8 eV
* energy relative to the best compared isomer or geometry (same formula, charge and spin): 419.7 kJ/mol

***

[7]
# C6H15N3PS2

2 unconnected molecules or ions with the total composition C6H15N3PS2 (ωB97M-V with the def2-TZVPD basis set, the OMol25 dataset).

Each line ends with the Löwdin charge.
Cartesian coordinates (Å):
C -1.936 0.829 3.427  -0.618
C -1.380 1.146 4.813  -0.080
C 3.294 -0.049 -3.566  -0.010
C 1.313 -1.476 -3.293  0.005
C -4.235 -1.052 1.397  -0.079
C 2.074 -0.315 -2.865  -0.385
N -2.862 0.099 3.008  -0.029
N -3.097 -0.217 1.755  -0.411
N 1.817 0.193 -1.762  0.250
P -2.052 0.618 0.625  0.131
S -0.890 1.524 2.029  0.647
S -1.161 -0.462 -0.778  0.184
H -0.346 0.810 4.730  0.066
H -2.127 0.541 5.446  0.114
H -1.480 2.285 5.010  0.112
H 3.349 0.056 -4.749  0.163
H 3.781 0.858 -3.257  0.082
H 4.040 -0.892 -3.381  0.149
H 0.126 -1.286 -3.194  0.133
H 1.390 -2.262 -2.573  0.110
H 1.571 -1.757 -4.215  0.047
H -5.123 -0.383 1.204  0.100
H -4.029 -1.642 0.475  0.076
H -4.330 -1.843 2.203  0.111
H -2.873 1.602 0.149  -0.024
H 1.068 -0.107 -1.178  -0.017
H 2.327 1.000 -1.397  0.174

Values from the calculation:
* charge: +1
* gap between HOMO and LUMO: 0.281 Ha
* HOMO level: -11.40 eV
* strongest force on any atom: 0.113 Eh/bohr
* lowest unoccupied orbital energy: -3.7 eV
* energy relative to the best compared isomer or geometry (same formula, charge and spin): 29.0 kJ/mol

***

[8]
# C6H15N4

2 unconnected molecules or ions with the total composition C6H15N4 (ωB97M-V with the def2-TZVPD basis set, the OMol25 dataset).

Each line ends with the Löwdin charge.
Cartesian coordinates (Å):
C -0.137 0.215 -3.490  -0.127
C 0.753 -0.391 1.187  -0.152
C 0.536 -0.260 -0.187  -0.056
C -0.115 -0.988 -1.310  -0.239
C -0.574 -2.440 -1.077  0.025
C -2.370 1.113 -2.949  -0.068
N 0.056 -0.373 -2.403  0.127
N 1.349 0.529 1.991  0.111
N -1.170 1.033 -3.702  0.009
N 2.315 0.937 4.634  0.025
H 0.843 0.172 -4.107  0.193
H 0.389 -1.317 1.676  0.134
H 1.045 0.722 -0.545  0.130
H 0.247 -2.996 -0.627  0.100
H -0.705 -2.934 -2.043  0.093
H -1.435 -2.544 -0.571  0.044
H -2.624 0.458 -2.169  0.073
H -2.516 2.149 -2.436  0.133
H -3.151 1.265 -3.630  0.072
H 1.738 1.300 1.525  0.089
H 1.547 0.257 2.987  0.071
H -1.381 1.441 -4.573  0.134
H 1.604 1.645 4.670  0.030
H 2.985 1.237 5.238  -0.013
H 1.861 0.046 4.946  0.064

Values from the calculation:
* charge: +1
* gap between HOMO and LUMO (spin up / spin down): 0.317 / 0.317 Ha
* HOMO level (spin up / spin down): -11.79 / -11.79 eV
* strongest force on any atom: 0.090 Eh/bohr
* lowest unoccupied orbital energy (spin up / spin down): -3.2 / -3.2 eV
* energy relative to the best compared isomer or geometry (same formula, charge and spin): 169.1 kJ/mol

***

[9]
# C6H15N4

A gas-phase ion, C6H15N4 (charge +1) (ωB97M-V with the def2-TZVPD basis set, the OMol25 dataset).

Each line ends with the Löwdin charge.
Cartesian coordinates (Å):
C -1.794 0.395 0.858  -0.117
C -0.576 -0.529 1.186  -0.338
C 0.533 -0.303 0.254  -0.233
C 0.927 0.821 -1.993  -0.002
C 0.994 -1.721 -1.708  -0.021
C 0.332 -0.398 -1.134  -0.338
N -1.388 1.709 1.397  -0.095
N -1.974 2.758 1.179  0.102
N 1.777 -0.233 0.710  0.272
N -0.095 -0.343 2.481  0.064
H -2.161 0.492 -0.200  0.134
H -2.624 0.068 1.464  0.123
H -0.709 -1.593 0.819  0.201
H 0.264 1.678 -1.774  0.089
H 0.772 0.474 -3.034  0.095
H 1.976 1.093 -1.918  0.081
H 0.867 -1.794 -2.742  0.058
H 0.523 -2.641 -1.291  0.103
H 2.112 -1.680 -1.620  0.103
H -0.727 -0.542 -1.379  0.137
H 2.107 -0.203 1.678  0.152
H 2.548 -0.070 0.049  0.150
H -0.413 -0.926 3.229  0.102
H -0.363 0.633 2.716  0.097
H -2.910 2.854 0.772  0.080

Values from the calculation:
* charge: +1
* gap between HOMO and LUMO: 0.309 Ha
* SMILES: [H]/N=N\C[C@H](N)C(=[NH2+])C(C)C
* HOMO level: -12.51 eV
* strongest force on any atom: 0.087 Eh/bohr
* lowest unoccupied orbital energy: -4.1 eV
* energy relative to the best compared isomer or geometry (same formula, charge and spin): 229.6 kJ/mol

***

[10]
# C6H15N4

A gas-phase ion, C6H15N4 (charge +1) (ωB97M-V with the def2-TZVPD basis set, the OMol25 dataset).

Each line ends with the Löwdin charge.
Cartesian coordinates (Å):
C -1.702 -0.634 0.088  -0.139
C 2.569 0.549 -0.894  -0.041
C 0.110 0.816 -0.463  -0.031
C -2.353 -1.473 2.311  -0.214
C 0.482 -1.628 -0.380  -0.018
C 1.455 2.687 -1.298  0.011
N -1.906 -1.700 1.024  -0.028
N -0.249 -0.411 -0.229  -0.094
N 1.324 1.228 -0.915  -0.149
N -2.549 -0.224 2.643  0.076
H -2.133 -0.950 -0.948  0.173
H -2.091 0.335 0.673  0.155
H 2.359 -0.419 -1.449  0.114
H 3.254 1.306 -1.314  0.102
H -0.598 1.585 -0.420  0.143
H -2.635 -2.349 2.812  0.111
H 0.693 -1.929 -1.425  0.123
H 1.449 -1.540 0.204  0.128
H -0.176 -2.278 0.110  0.050
H 2.256 2.730 -2.064  0.105
H 0.497 3.050 -1.684  0.101
H 1.766 3.269 -0.487  0.079
H -1.830 -2.553 0.557  0.104
H 2.965 0.384 0.059  0.084
H -2.956 0.152 3.488  0.055

Values from the calculation:
* charge: +1
* gap between HOMO and LUMO: 0.358 Ha
* SMILES: [H]/N=C/NCN(C)C=[N+](C)C
* HOMO level: -12.80 eV
* strongest force on any atom: 0.088 Eh/bohr
* lowest unoccupied orbital energy: -3.0 eV
* energy relative to the best compared isomer or geometry (same formula, charge and spin): 166.3 kJ/mol